1.
{"formula": "C21H15ClN3OPdS", "method": "ωB97M-V/def2-TZVPD", "e_homo_ha": [-0.3565, -0.3929], "multiplicity": 3, "homo_lumo_gap_ev": [6.26, 5.07], "lumo_ev": [-3.44, -5.62], "total_charge": 1, "relative_energy_kcal_mol": 0.9, "elements": ["H", "C", "C", "C", "C", "H", "C", "C", "H", "C", "H", "H", "C", "C", "S", "C", "N", "N", "C", "C", "Pd", "O", "C", "H", "C", "H", "C", "H", "C", "C", "C", "H", "C", "N", "C", "C", "H", "H", "H", "H", "Cl", "H", "H"], "xyz": [[-0.679, -3.063, -0.240], [-1.982, -0.319, 1.531], [-2.988, -2.587, 2.864], [0.352, 3.221, 4.212], [-0.027, -2.877, -2.717], [3.340, -0.632, -5.384], [0.228, -1.653, -2.152], [-1.659, -1.665, 1.055], [-1.737, 3.597, 3.837], [-2.162, -2.746, 1.752], [2.481, 2.871, 4.155], [3.658, 1.629, -4.391], [-0.867, -1.993, -0.122], [2.958, 0.921, -3.970], [0.486, 3.316, -0.298], [1.153, -0.773, -2.787], [1.332, 0.477, -2.280], [-0.636, 3.431, 2.092], [1.587, 3.026, 3.565], [1.670, 3.036, 2.198], [-0.044, 0.939, -0.631], [-1.533, 0.738, 1.038], [1.853, -1.211, -3.929], [2.609, 2.892, 1.687], [0.519, 3.238, 1.410], [-1.925, -3.752, 1.429], [0.662, -3.303, -3.868], [2.133, -2.823, -5.336], [1.595, -2.498, -4.455], [2.782, -0.318, -4.510], [-3.353, -1.305, 3.319], [-3.120, 0.787, 2.987], [-0.748, 3.424, 3.440], [-0.422, -1.172, -0.992], [-2.868, -0.216, 2.670], [2.193, 1.285, -2.846], [-0.788, -3.523, -2.299], [-4.010, -1.210, 4.173], [0.439, -4.275, -4.285], [-1.460, 3.559, 1.518], [-3.575, -3.968, 3.675], [0.271, 3.223, 5.288], [2.285, 2.270, -2.403]]}



2.
{"formula": "C21H15FI2N7O5Re", "method": "ωB97M-V/def2-TZVPD", "e_homo_ha": [-0.4185, -0.4198], "multiplicity": 2, "homo_lumo_gap_ev": [5.95, 6.32], "lumo_ev": [-5.43, -5.11], "total_charge": 1, "elements": ["C", "H", "N", "H", "C", "I", "H", "H", "O", "C", "Re", "N", "C", "C", "O", "C", "N", "H", "H", "C", "H", "C", "F", "N", "C", "O", "H", "C", "H", "N", "C", "H", "C", "H", "C", "H", "C", "N", "C", "I", "H", "C", "C", "H", "H", "C", "C", "C", "N", "O", "C", "O"], "xyz": [[1.865, 0.239, 2.155], [-1.801, -1.850, -4.195], [-1.207, -0.550, 2.496], [-0.356, 4.779, 1.857], [0.706, -3.389, 0.508], [-0.401, -1.129, -6.858], [2.826, -3.768, 0.469], [-2.198, 0.882, -2.018], [0.258, -4.428, 0.115], [1.797, -1.115, 2.165], [-0.327, -0.338, 0.791], [-1.410, -0.101, 7.160], [3.285, -1.302, 0.284], [-1.743, -1.514, -1.544], [3.794, -1.935, -0.602], [-0.804, 4.004, 1.255], [-1.996, -0.509, -0.453], [4.063, 0.480, -0.281], [-2.004, 5.318, 0.052], [-1.628, -0.295, 6.047], [-2.722, -0.905, 0.144], [2.096, -3.276, 1.106], [1.335, 0.948, 3.158], [3.463, 0.063, 0.421], [-1.718, 4.295, 0.255], [2.902, 2.140, 1.169], [1.218, -1.639, 2.916], [-2.268, 3.260, -0.481], [0.276, 2.421, 2.218], [-0.963, 1.682, 0.739], [1.123, 0.419, -3.117], [2.082, -3.776, 2.076], [2.770, 0.945, 1.227], [-2.996, 3.450, -1.257], [-0.104, -0.710, -4.848], [1.564, 0.595, -5.201], [-0.761, -0.971, -2.546], [2.490, -1.884, 1.275], [0.926, 0.137, -4.460], [2.533, 1.863, -2.617], [-2.692, -1.736, -2.037], [-1.878, 1.962, -0.208], [0.321, -0.176, -2.149], [-1.385, -2.417, -1.053], [-3.562, 0.843, -0.906], [-0.965, -1.234, -3.894], [-0.449, 2.690, 1.466], [-1.508, -0.517, 3.660], [-1.926, -0.541, 4.792], [-0.015, -2.281, 0.553], [-2.472, 0.805, -0.965], [0.568, 0.064, -0.837]]}



3.
{"formula": "C21H16BBrNO15", "method": "ωB97M-V/def2-TZVPD", "e_homo_ha": -0.2324, "homo_lumo_gap_ev": 7.03, "lumo_ev": 0.71, "total_charge": -1, "elements": ["C", "H", "O", "O", "C", "C", "O", "B", "C", "O", "O", "C", "H", "C", "H", "O", "C", "C", "C", "H", "O", "H", "C", "H", "C", "C", "H", "C", "C", "H", "H", "C", "O", "C", "O", "H", "O", "H", "O", "O", "H", "C", "C", "O", "H", "N", "C", "H", "H", "C", "Br", "O", "H", "O", "C"], "xyz": [[4.244, -0.830, 0.641], [-3.398, 2.440, 0.690], [6.549, -0.627, 0.175], [0.620, 5.343, -2.307], [1.042, -4.947, -2.837], [5.543, -0.224, 0.743], [-1.503, 3.112, 1.241], [-3.529, -0.503, 1.100], [-5.289, -0.071, 2.546], [-4.040, -0.710, 2.461], [-3.683, 2.712, -0.205], [-1.611, 4.549, -2.561], [1.404, -0.234, 1.821], [-2.743, 3.852, -2.019], [0.281, 5.562, -3.198], [6.951, 1.466, 1.658], [4.682, 1.547, 2.275], [0.875, -3.175, -0.520], [-1.463, 3.546, 0.110], [-6.430, 0.881, 0.862], [-1.275, -2.560, -1.203], [-3.614, 3.732, -2.647], [-0.152, -4.164, -2.575], [4.140, -1.716, 0.032], [2.078, -4.858, -1.994], [2.049, -3.969, -0.771], [7.469, 0.869, 1.083], [-0.167, -3.258, -1.365], [5.708, 0.998, 1.614], [-5.188, 0.930, 2.985], [0.566, 4.345, 0.166], [3.200, -0.289, 1.303], [3.213, -5.530, -2.147], [-2.692, 3.365, -0.760], [-1.144, -4.191, -3.279], [4.791, 2.423, 2.898], [-4.461, 0.507, 0.529], [-1.878, -2.798, -1.930], [1.986, -0.788, 1.259], [2.373, 1.394, 2.709], [0.860, -2.531, 0.349], [-5.665, 0.132, 1.063], [-0.378, 4.702, -1.705], [-2.084, 0.083, 1.189], [-3.441, -1.467, 0.372], [-0.504, -1.431, 2.193], [-0.312, 4.233, -0.454], [1.054, -5.581, -3.713], [-6.057, -0.692, 3.012], [-1.248, -0.687, 1.701], [-6.350, -1.628, 0.391], [-1.561, 5.037, -3.683], [3.770, -5.266, -1.387], [3.051, -3.986, -0.070], [3.360, 0.952, 2.159]]}



4.
{"formula": "C21H16Cl2IrN6O2S", "method": "ωB97M-V/def2-TZVPD", "e_homo_ha": [-0.4993, -0.5274], "multiplicity": 2, "homo_lumo_gap_ev": [6.20, 6.09], "lumo_ev": [-7.39, -8.27], "total_charge": 2, "relative_energy_kcal_mol": 0.0, "elements": ["C", "H", "H", "C", "Ir", "H", "C", "C", "H", "C", "N", "C", "C", "C", "C", "N", "C", "H", "C", "H", "C", "O", "H", "Cl", "H", "C", "C", "C", "N", "C", "C", "C", "N", "H", "C", "O", "H", "H", "H", "H", "S", "N", "H", "H", "N", "C", "H", "C", "Cl"], "xyz": [[-4.376, 3.829, -0.756], [-2.613, -0.861, -1.403], [-0.319, 3.354, 0.875], [-2.370, 2.652, -0.884], [-0.013, 0.338, -0.238], [2.023, -2.746, 2.795], [2.352, -1.346, -0.335], [4.137, -2.861, 0.097], [3.956, -1.774, -1.725], [1.791, -1.633, 0.954], [-3.132, 1.973, -0.028], [-1.921, -0.881, -2.232], [-0.830, 1.034, 3.868], [-0.477, 2.725, 1.738], [-1.033, 2.399, 4.042], [-3.009, 3.743, -1.284], [0.056, -0.821, 2.429], [-1.314, 2.792, 5.010], [3.521, -1.986, -0.762], [-0.926, 4.323, 3.074], [-0.827, 3.252, 2.969], [0.036, -1.653, 3.290], [-5.103, 3.756, -1.562], [4.388, -4.199, 2.447], [-0.917, 0.320, 4.675], [-2.322, -1.236, -3.509], [2.434, -2.514, 1.825], [-1.400, -1.215, -4.545], [1.607, -0.470, -1.060], [0.251, -0.584, -2.965], [1.657, -0.457, -2.471], [-4.436, 2.617, 0.200], [-0.314, 1.407, 1.561], [-5.243, 1.934, -0.053], [3.594, -3.121, 1.406], [2.640, -0.493, -3.144], [-1.702, -1.471, -5.551], [-3.351, -1.518, -3.680], [-2.629, 4.365, -1.980], [-4.521, 4.772, -0.235], [-0.803, 2.281, -1.471], [0.649, -0.932, 1.173], [0.698, -0.895, -5.017], [-4.539, 2.915, 1.241], [-0.656, -0.554, -1.975], [-0.079, -0.889, -4.266], [-2.829, 1.132, 0.429], [-0.448, 0.585, 2.627], [5.567, -3.634, -0.390]]}